Entry from the Open Molecules 2025 dataset: a single C4H8O2 molecule in a non-equilibrium geometry (the ωB97M-V functional and the def2-TZVPD basis).

XYZ file:
```
14
C4H8O2 | the Open Molecules 2025 dataset | the ωB97M-V functional and the def2-TZVPD basis
C -1.67 -0.25 -0.45
C -0.28 0.33 -0.32
O -0.24 1.32 0.71
C 0.70 -0.70 0.08
C 2.16 0.07 0.26
O 2.40 -0.75 1.12
H -2.37 0.52 -0.79
H -1.70 -1.08 -1.17
H -2.02 -0.63 0.52
H 0.07 0.75 -1.26
H -0.82 2.04 0.43
H 0.91 -1.48 -0.66
H 0.30 -1.22 1.01
H 2.59 1.11 0.51
```

net charge = 0
relative energy (zero: lowest compared OMol25 entry of this formula, charge and spin) = 4.100 eV
Kohn-Sham gap = 9.083 eV
E_HOMO = -8.407 eV
SMILES = C[C@@H](O)CC=O